Version one
The following is a quantum chemistry calculation of C5H7FO2 as an isolated structure, from the Open Molecules 2025 dataset.

The calculation puts the HOMO-LUMO gap at 11.2 eV. Its lowest unoccupied orbital energy is 0.6 eV.

Geometry as ORCA input:
```
! RIJCOSX wB97M-V def2-TZVPD def2/J DEFGRID3
* xyz 0 1
C 2.45 0.70 -0.50
C 1.18 -0.01 -1.28
C -0.02 0.57 -0.62
C -1.39 -0.52 0.23
C -0.34 0.41 0.82
H 2.43 0.66 0.69
H 3.33 0.19 -0.95
H 2.59 1.78 -0.76
H 1.25 -1.15 -1.18
H 1.24 0.43 -2.40
H -0.30 1.42 -1.05
H -0.78 1.31 1.48
O -1.17 -0.16 -1.04
O -2.22 -1.20 0.73
F 0.68 -0.07 1.64
*
```

natural (NBO) atomic charge list, values in e, 6 entries:
1. C -0.644
2. C -0.417
3. C 0.015
4. C 0.739
5. C 0.078
6. H 0.239

Version two
The following is a quantum chemistry calculation of one molecule with the formula C5H7FO2, from the Open Molecules 2025 dataset.

The calculation puts the HOMO-LUMO gap at 9.8 eV. Its lowest unoccupied orbital energy is 0.6 eV. Its structure (SMILES) is CO/C(=C/F)C(C)=O.

Geometry as ORCA input:
```
! RIJCOSX wB97M-V def2-TZVPD def2/J DEFGRID3
* xyz 0 1
C 1.77 -1.70 -0.21
C 0.26 0.19 -0.41
C 0.38 1.45 -0.93
C -0.92 -0.28 0.46
C -1.77 0.83 1.02
H 2.27 -2.23 -1.01
H 2.27 -1.14 0.53
H 1.09 -2.34 0.40
H 1.09 1.80 -1.89
H -2.97 0.36 1.24
H -1.12 1.28 1.97
H -1.73 1.46 0.00
O 1.01 -0.66 -1.12
O -1.16 -1.45 0.32
F -0.48 2.42 -0.38
*
```

natural (NBO) atomic charge list, values in e, 6 entries:
1. C -0.257
2. C 0.095
3. C 0.173
4. C 0.514
5. C -0.737
6. H 0.212

Looking at the structures above, version one is most stable, and the difference to the next one is 50.7 kcal/mol.